{
  "formula": "CH3FN2",
  "method": "wB97M-V/def2-TZVPD",
  "elements": ["C", "N", "N", "F", "H", "H", "H"],
  "coordinates": [[0.852, 0.451, -0.215], [1.393, 1.754, -0.162], [-0.332, 0.148, 0.219], [2.627, 1.728, -0.793], [1.521, -0.421, -0.425], [-0.872, -0.771, 0.086], [-0.941, 0.758, 0.747]],
  "forces_ev_per_a": [[5.3, 3.9, -0.3], [-3.4, -4.6, 0.0], [-4.8, -2.4, 1.3], [0.8, -0.4, -0.1], [-0.6, 1.0, -0.6], [2.1, 1.9, 0.0], [0.5, 0.6, -0.3]],
  "smiles": "N/C=N/F",
  "multiplicity": 1,
  "lumo_energy_ha": 0.0244,
  "e_homo_ev": -8.78,
  "e_tot_ev": -6780.436,
  "relative_energy_kcal_mol": 56.7
}


{
  "formula": "CH3FN2O",
  "method": "wB97M-V/def2-TZVPD",
  "elements": ["C", "N", "N", "O", "F", "H", "H", "H"],
  "coordinates": [[1.146, 0.443, 0.387], [2.434, -1.352, -0.390], [2.000, -0.258, -0.064], [0.554, 1.641, 0.252], [-2.183, 0.622, -0.153], [-2.341, 0.397, -1.140], [3.255, -1.609, 0.209], [0.040, 1.808, 1.108]],
  "forces_ev_per_a": [[-1.4, 1.2, 0.5], [2.0, -2.5, -0.4], [-1.3, 1.4, 1.1], [0.3, -0.2, 1.5], [-0.7, -0.9, -4.0], [0.7, 0.9, 4.0], [-0.5, 0.6, -0.9], [0.9, -0.5, -1.9]],
  "multiplicity": 1,
  "lumo_energy_ha": [0.0065, 0.0065],
  "e_homo_ev": [-8.23, -8.23],
  "e_tot_ev": -8826.640,
  "relative_energy_kcal_mol": 83.7
}


{
  "formula": "CH3FN2O2",
  "method": "wB97M-V/def2-TZVPD",
  "elements": ["C", "N", "N", "O", "O", "F", "H", "H", "H"],
  "coordinates": [[1.530, -0.079, 0.083], [-2.084, -0.691, -0.021], [-1.007, 0.012, -0.059], [0.165, -0.710, -0.148], [-0.894, 1.223, -0.136], [-3.074, 0.183, 0.025], [1.908, -0.144, 1.071], [2.054, -0.695, -0.504], [1.404, 0.901, -0.311]],
  "forces_ev_per_a": [[-4.3, 1.5, 0.5], [2.8, -1.3, 0.3], [1.2, 1.5, -0.4], [-0.1, -1.8, 0.6], [-0.5, 0.0, 0.4], [-1.4, 1.2, -0.1], [-0.4, 0.1, 1.2], [2.2, -2.1, -2.4], [0.5, 0.9, -0.1]],
  "smiles": "CO/[N+]([O-])=N/F",
  "multiplicity": 1,
  "lumo_energy_ha": 0.0254,
  "e_homo_ev": -10.29,
  "e_tot_ev": -10871.659,
  "relative_energy_kcal_mol": 82.3
}


{
  "formula": "CH3FO2S",
  "method": "wB97M-V/def2-TZVPD",
  "elements": ["C", "O", "O", "F", "S", "H", "H", "H"],
  "coordinates": [[-0.929, 0.007, 0.031], [1.337, 0.993, 1.285], [1.278, 0.903, -1.239], [1.411, -2.215, 0.101], [0.899, 0.397, 0.099], [-1.226, -0.414, -1.037], [-1.230, -0.570, 0.800], [-1.540, 0.900, -0.040]],
  "forces_ev_per_a": [[0.3, 1.3, -5.1], [0.5, 0.4, 1.7], [-0.6, -1.3, 3.0], [-0.4, 2.2, 0.1], [-1.2, -1.4, -5.2], [1.5, 0.2, 2.3], [-0.5, -2.1, 2.6], [0.6, 0.8, 0.7]],
  "multiplicity": 1,
  "lumo_energy_ha": [-0.1154, -0.1018],
  "e_homo_ev": [-10.34, -12.46],
  "e_tot_ev": -18728.782,
  "relative_energy_kcal_mol": 85.8
}


{
  "formula": "CH3FO3",
  "method": "wB97M-V/def2-TZVPD",
  "elements": ["C", "O", "O", "O", "F", "H", "H", "H"],
  "coordinates": [[-0.545, -0.005, 0.078], [0.031, 1.103, 0.151], [-1.911, -0.051, 0.172], [-0.099, -1.193, -0.272], [2.150, -0.020, -0.258], [1.781, 0.885, -0.285], [-2.201, 0.803, 0.409], [0.794, -1.521, 0.004]],
  "forces_ev_per_a": [[-0.3, 2.7, -0.6], [-1.1, -2.6, 0.2], [1.9, -2.2, -0.3], [-0.1, -0.9, 0.7], [0.7, 1.5, -0.2], [0.1, -2.0, 0.3], [-0.5, 1.8, 0.4], [-0.8, 1.6, -0.4]],
  "smiles": "O=C(O)O.F",
  "multiplicity": 1,
  "lumo_energy_ha": 0.0184,
  "e_homo_ev": -11.40,
  "e_tot_ev": -9945.967,
  "relative_energy_kcal_mol": 10.1
}


{
  "formula": "CH3FO3P",
  "method": "wB97M-V/def2-TZVPD",
  "elements": ["C", "O", "O", "O", "F", "P", "H", "H", "H"],
  "coordinates": [[-0.383, -0.648, 0.128], [2.179, -0.190, 1.292], [2.155, -0.851, -1.166], [-2.091, 1.910, -0.463], [-0.829, 2.579, -0.334], [1.460, -0.776, 0.098], [-1.077, 0.273, 0.002], [-0.676, -1.238, -0.700], [-0.737, -1.060, 1.142]],
  "forces_ev_per_a": [[-0.2, -0.6, 2.0], [-1.5, -1.9, -1.1], [0.0, -1.3, -1.7], [-0.8, -1.2, 0.1], [1.1, 0.6, 0.1], [0.0, 4.7, 3.0], [1.4, 0.7, -0.1], [-0.5, -1.1, -0.6], [0.6, 0.2, -1.6]],
  "multiplicity": 1,
  "lumo_energy_ha": 0.0914,
  "e_homo_ev": -3.49,
  "e_tot_ev": -19232.248,
  "relative_energy_kcal_mol": 65.6,
  "total_charge": -1
}


{
  "formula": "CH3I",
  "method": "wB97M-V/def2-TZVPD",
  "elements": ["I", "C", "H", "H", "H"],
  "coordinates": [[-0.047, -1.943, 0.196], [0.036, 0.205, 0.003], [0.375, 0.809, 0.840], [0.583, 0.371, -0.915], [-0.948, 0.560, -0.124]],
  "forces_ev_per_a": [[0.1, 0.7, 0.3], [0.3, -0.2, -0.2], [0.7, -0.7, 0.2], [0.3, 0.2, 0.1], [-1.3, 0.0, -0.5]],
  "smiles": "CI",
  "multiplicity": 1,
  "lumo_energy_ha": 0.0137,
  "e_homo_ev": -9.52,
  "e_tot_ev": -9185.991,
  "relative_energy_kcal_mol": 3.9
}


{
  "formula": "CH3I2N",
  "method": "wB97M-V/def2-TZVPD",
  "elements": ["C", "N", "I", "I", "H", "H", "H"],
  "coordinates": [[-0.094, 1.104, 0.813], [-0.062, -2.267, -0.834], [-0.082, -2.073, -2.874], [0.853, -0.904, 0.234], [-0.659, 0.961, 1.721], [0.759, 1.754, 0.955], [-0.716, 1.424, -0.014]],
  "forces_ev_per_a": [[0.1, -1.0, -0.5], [-0.5, -0.2, 0.2], [0.1, 0.3, 0.0], [0.2, 1.1, 0.4], [-0.1, -0.2, 0.1], [0.2, 0.0, 0.0], [0.0, 0.0, -0.1]],
  "multiplicity": 1,
  "lumo_energy_ha": [-0.0247, -0.0247],
  "e_homo_ev": [-8.07, -8.07],
  "e_tot_ev": -18772.791,
  "relative_energy_kcal_mol": 70.8
}


{
  "formula": "CH3I2N2",
  "method": "wB97M-V/def2-TZVPD",
  "elements": ["C", "N", "N", "I", "I", "H", "H", "H"],
  "coordinates": [[-0.709, -0.528, -0.832], [-0.924, -1.497, -0.040], [0.911, 0.576, 0.215], [-1.312, -0.073, -2.692], [-0.071, -1.771, 1.799], [-1.580, -2.257, -0.260], [1.460, 0.892, -0.584], [0.372, 1.371, 0.567]],
  "forces_ev_per_a": [[3.2, 1.7, 2.3], [-0.4, 0.0, -0.5], [-2.5, -1.9, -1.7], [-0.1, -0.1, 0.1], [-0.1, -0.4, 0.5], [0.1, 0.4, -0.2], [-0.2, 0.2, -0.2], [-0.1, 0.1, -0.3]],
  "multiplicity": 1,
  "lumo_energy_ha": [-0.2206, -0.2188],
  "e_homo_ev": [-14.08, -14.05],
  "e_tot_ev": -20255.579,
  "relative_energy_kcal_mol": 91.1,
  "total_charge": 1
}


{
  "formula": "CH3I2OPS",
  "method": "wB97M-V/def2-TZVPD",
  "elements": ["C", "O", "P", "S", "I", "I", "H", "H", "H"],
  "coordinates": [[-1.073, -0.264, 1.321], [-0.168, 0.615, -1.144], [1.098, 0.013, -1.985], [-1.473, -0.203, -0.474], [2.272, -1.358, -0.399], [2.350, 2.054, -2.057], [-1.291, 0.781, 1.628], [-0.032, -0.594, 1.322], [-1.682, -1.044, 1.790]],
  "forces_ev_per_a": [[0.2, 0.9, -1.4], [-0.1, 0.6, 0.8], [-0.9, -0.4, -0.8], [-0.3, -0.9, -0.3], [0.4, -0.4, 0.6], [0.4, 0.5, 0.1], [0.5, -1.0, 0.6], [-0.1, 0.4, 0.6], [-0.1, 0.4, -0.2]],
  "smiles": "CSOP(I)I",
  "multiplicity": 1,
  "lumo_energy_ha": -0.0084,
  "e_homo_ev": -8.89,
  "e_tot_ev": -39458.877,
  "relative_energy_kcal_mol": 0.0
}


{
  "formula": "CH3IN2O",
  "method": "wB97M-V/def2-TZVPD",
  "elements": ["C", "N", "N", "O", "I", "H", "H", "H"],
  "coordinates": [[-2.028, -0.553, -0.262], [0.327, -0.098, 0.590], [-0.642, 0.567, -0.044], [-1.786, -1.675, -0.056], [-4.041, 0.172, 0.019], [-0.103, -0.347, 1.541], [0.751, -0.925, 0.266], [-0.241, 0.791, -0.934]],
  "forces_ev_per_a": [[2.1, 1.5, 0.8], [-0.7, -0.1, 4.9], [-2.8, -0.7, -1.1], [-0.1, -0.6, -0.2], [0.3, 0.3, -0.3], [1.5, 0.5, -1.6], [0.2, -1.2, -1.4], [-0.5, 0.3, -1.1]],
  "smiles": "NNC(=O)I",
  "multiplicity": 1,
  "lumo_energy_ha": -0.0142,
  "e_homo_ev": -8.81,
  "e_tot_ev": -14211.426,
  "relative_energy_kcal_mol": 35.6
}


{
  "formula": "CH3IN2O",
  "method": "wB97M-V/def2-TZVPD",
  "elements": ["C", "N", "N", "O", "I", "H", "H", "H"],
  "coordinates": [[2.665, 1.452, 0.380], [0.056, 0.826, 0.529], [-0.572, 0.448, -0.436], [3.353, 2.405, 0.067], [2.793, -0.607, -0.132], [2.009, 1.539, 1.468], [-0.359, 0.839, 1.450], [-1.614, 0.158, -0.410]],
  "forces_ev_per_a": [[0.9, 3.1, 4.1], [0.4, 0.1, -0.4], [-1.3, -0.4, -1.7], [-1.9, -2.9, -0.3], [0.3, 0.1, -0.5], [1.6, -0.3, -3.1], [-1.3, -0.1, 0.7], [1.3, 0.4, 1.2]],
  "smiles": "[H]/N=N\\[H].O=CI",
  "multiplicity": 1,
  "lumo_energy_ha": 0.0015,
  "e_homo_ev": -9.34,
  "e_tot_ev": -14210.477,
  "relative_energy_kcal_mol": 57.4
}